Computed, not measured: one molecule with the formula C8H19N2OP at a distorted geometry, with wB97M-V/def2-TZVPD.

Bonds (Å) are listed after each position.
Atoms and positions in Å:
1 C 0.26 -0.51 -1.29  C2 1.520, N9 1.446, H13 1.099, H14 1.101
2 C 0.35 0.95 -1.71  C1 1.520, C3 1.501, C4 1.322
3 C 0.11 1.17 -3.17  C2 1.501, H15 1.092, H16 1.086, H17 1.093
4 C 0.56 1.93 -0.85  C2 1.322, H18 1.077, H20 1.078
5 C 3.18 -0.02 -0.08  C7 1.525, H21 1.087, H22 1.086, H23 1.088
6 C -3.26 -0.61 2.38  C8 1.525, H24 1.088, H25 1.085, H26 1.090
7 C 2.24 -1.22 0.01  C5 1.525, N9 1.447, H27 1.100, H28 1.093
8 C -1.91 0.01 2.73  C6 1.525, N10 1.450, H29 1.096, H30 1.093
9 N 0.84 -0.85 -0.01  C1 1.446, C7 1.447, P12 1.666
10 N -1.00 0.05 1.60  C8 1.450, P12 1.670, H31 1.012
11 O 0.54 -1.88 2.42  P12 1.455
12 P -0.13 -1.33 1.25  N9 1.666, N10 1.670, O11 1.455, H19 1.407
13 H -0.80 -0.79 -1.26  C1 1.099
14 H 0.74 -1.12 -2.07  C1 1.101
15 H 0.84 0.63 -3.77  C3 1.092
16 H 0.17 2.23 -3.42  C3 1.086
17 H -0.88 0.80 -3.46  C3 1.093
18 H 0.72 1.74 0.20  C4 1.077
19 H -1.03 -2.24 0.66  P12 1.407
20 H 0.59 2.96 -1.17  C4 1.078
21 H 3.02 0.53 -1.00  C5 1.087
22 H 3.02 0.65 0.76  C5 1.086
23 H 4.21 -0.37 -0.05  C5 1.088
24 H -3.13 -1.66 2.13  C6 1.088
25 H -3.94 -0.54 3.23  C6 1.085
26 H -3.71 -0.10 1.53  C6 1.090
27 H 2.46 -1.91 -0.82  C7 1.100
28 H 2.42 -1.75 0.95  C7 1.093
29 H -2.06 1.04 3.10  C8 1.096
30 H -1.42 -0.57 3.51  C8 1.093
31 H -1.38 0.54 0.80  N10 1.012

Output
Expectation value of S²   2.01
Kohn-Sham gap (spin up / spin down)   5.91 / 7.07 eV
Energy   -842.189234 hartree
HOMO level (spin up / spin down)   -5.1 / -9.3 eV
2S+1   3
Strongest force on any atom   10.74 eV/A

Computed, not measured: an isolated ion of composition C8H19N5O7P3 and charge +1 at a distorted geometry, with wB97M-V/def2-TZVPD.

Bonds (Å) are listed after each position.
Atoms and positions in Å:
1 C 1.56 2.37 2.45  C2 1.520, H24 1.088, H25 1.088, H26 1.093
2 C 2.29 1.12 2.93  C1 1.520, O3 1.445, H27 1.086, H28 1.092
3 O 1.48 0.01 3.37  C2 1.445, N4 1.374
4 N 0.24 -0.05 2.78  O3 1.374, C5 1.349, P21 1.777
5 C 0.24 -0.61 1.55  N4 1.349, N6 1.309, N18 1.389
6 N 1.30 -1.07 0.94  C5 1.309, C7 1.344
7 C 0.92 -1.57 -0.24  N6 1.344, P8 1.900, N11 1.326
8 P 2.09 -2.43 -1.47  C7 1.900, O9 1.612, O10 1.642
9 O 3.39 -2.67 -0.55  P8 1.612, H29 0.968
10 O 2.57 -1.15 -2.39  P8 1.642, H30 0.965
11 N -0.39 -1.40 -0.36  C7 1.326, C12 1.476, N18 1.365
12 C -1.09 -1.88 -1.57  N11 1.476, C13 1.545, H31 1.087, H32 1.088
13 C -0.81 -1.11 -2.87  C12 1.545, O14 1.220, N15 1.398
14 O -0.26 -1.74 -3.76  C13 1.220
15 N -1.22 0.22 -3.06  C13 1.398, C16 1.478, C17 1.494
16 C -0.78 0.67 -4.39  N15 1.478, H33 1.088, H34 1.092, H35 1.083
17 C -0.64 1.16 -2.06  N15 1.494, H36 1.086, H37 1.087, H38 1.089
18 N -0.88 -0.78 0.75  C5 1.389, N11 1.365, P19 1.746
19 P -2.60 -0.49 0.78  N18 1.746, O20 1.461, H39 1.412, H40 1.402
20 O -3.00 0.27 -0.40  P19 1.461
21 P -1.04 0.57 3.85  N4 1.777, O22 1.634, O23 1.639
22 O -1.82 1.78 3.09  P21 1.634, H41 0.964
23 O -2.11 -0.64 4.12  P21 1.639, H42 0.968
24 H 0.84 2.20 1.65  C1 1.088
25 H 2.32 3.06 2.11  C1 1.088
26 H 1.10 2.85 3.31  C1 1.093
27 H 2.95 1.41 3.74  C2 1.086
28 H 2.95 0.75 2.13  C2 1.092
29 H 4.09 -2.04 -0.77  O9 0.968
30 H 2.23 -0.33 -2.01  O10 0.965
31 H -0.72 -2.89 -1.75  C12 1.087
32 H -2.17 -1.97 -1.46  C12 1.088
33 H -1.07 1.72 -4.53  C16 1.088
34 H 0.31 0.65 -4.46  C16 1.092
35 H -1.25 0.11 -5.19  C16 1.083
36 H -1.46 1.67 -1.55  C17 1.086
37 H -0.09 1.95 -2.57  C17 1.087
38 H 0.05 0.71 -1.35  C17 1.089
39 H -3.21 -1.77 0.71  P19 1.412
40 H -3.03 0.16 1.95  P19 1.402
41 H -1.28 2.57 3.06  O22 0.964
42 H -2.01 -1.38 3.50  O23 0.968

Output
Kohn-Sham gap   8.54 eV
Net charge   +1
Energy   -2140.483643 hartree
HOMO level   -12.7 eV
Energy relative to the best compared isomer or geometry (same formula, charge and spin)   18.3 kcal/mol
2S+1   1
Strongest force on any atom   4.37 eV/A

Computed, not measured: a 3-piece molecular cluster, C8H19NO overall at a distorted geometry, with wB97M-V/def2-TZVPD.

Bonds (Å) are listed after each position.
Atoms and positions in Å:
1 C -0.29 -0.05 0.61  C5 1.499, C6 1.504, N9 1.323
2 C 1.66 -0.03 -0.78  C7 1.496, C8 1.501, H11 1.085
3 C -3.31 0.46 -0.19  O10 1.377, H12 1.106, H13 1.109, H14 1.107
4 C -0.64 -1.81 -1.01  N9 1.452, H15 1.092, H16 1.089, H17 1.094
5 C -0.32 1.41 0.95  C1 1.499, H18 1.092, H19 1.086, H20 1.091
6 C -0.04 -0.98 1.77  C1 1.504, H21 1.089, H22 1.092, H23 1.088
7 C 1.67 1.25 -1.55  C2 1.496, H24 1.088, H25 1.091, H29 1.099
8 C 2.64 -0.15 0.34  C2 1.501, H26 1.091, H27 1.099, H28 1.089
9 N -0.48 -0.41 -0.65  C1 1.323, C4 1.452
10 O -2.49 -0.38 0.52  C3 1.377
11 H 1.65 -0.91 -1.42  C2 1.085
12 H -4.34 0.42 0.20  C3 1.106
13 H -3.02 1.53 -0.12  C3 1.109
14 H -3.36 0.22 -1.27  C3 1.107
15 H -0.31 -1.93 -2.05  C4 1.092
16 H -1.70 -2.02 -0.94  C4 1.089
17 H -0.10 -2.52 -0.38  C4 1.094
18 H 0.60 1.74 1.43  C5 1.092
19 H -0.53 2.01 0.07  C5 1.086
20 H -1.13 1.55 1.67  C5 1.091
21 H 0.61 -0.52 2.51  C6 1.089
22 H -1.02 -1.16 2.22  C6 1.092
23 H 0.38 -1.94 1.49  C6 1.088
24 H 0.83 1.32 -2.24  C7 1.088
25 H 1.66 2.12 -0.88  C7 1.091
26 H 2.56 0.66 1.06  C8 1.091
27 H 3.66 -0.09 -0.07  C8 1.099
28 H 2.58 -1.11 0.86  C8 1.089
29 H 2.60 1.31 -2.13  C7 1.099

Output
Kohn-Sham gap (spin up / spin down)   7.82 / 6.31 eV
Energy   -446.011432 hartree
HOMO level (spin up / spin down)   -7.4 / -6.4 eV
Energy relative to the best compared isomer or geometry (same formula, charge and spin)   138.9 kcal/mol
2S+1   1
Strongest force on any atom   2.26 eV/A

Computed, not measured: a 2-piece molecular cluster, C8H19NO overall at a distorted geometry, with wB97M-V/def2-TZVPD.

Bonds (Å) are listed after each position.
Atoms and positions in Å:
1 C -0.47 2.04 -0.70  C2 1.682, H8 1.072, H9 1.185, H10 1.072
2 C -0.78 0.51 -0.09  C1 1.682, N3 1.603, H11 1.049, H12 1.150
3 N -1.82 -0.40 -0.90  C2 1.603, C4 1.474, C5 1.512
4 C -2.33 0.49 -1.95  N3 1.474, H13 1.222, H14 1.101, H15 1.015
5 C -2.80 -0.82 0.18  N3 1.512, C6 1.539, O7 1.197
6 C -2.47 -2.02 1.09  C5 1.539, H16 1.089, H17 0.976, H18 1.191
7 O -3.66 -0.05 0.49  C5 1.197
8 H 0.24 1.85 -1.49  C1 1.072
9 H 0.16 2.25 0.27  C1 1.185
10 H -1.52 2.26 -0.70  C1 1.072
11 H -0.14 -0.31 0.07  C2 1.049
12 H -1.10 0.78 0.99  C2 1.150
13 H -1.48 0.86 -2.75  C4 1.222
14 H -2.92 0.07 -2.78  C4 1.101
15 H -2.89 1.16 -1.43  C4 1.015
16 H -3.45 -2.06 1.57  C6 1.089
17 H -2.37 -2.82 0.54  C6 0.976
18 H -1.51 -1.82 1.76  C6 1.191
19 C 2.91 0.87 1.30  C20 1.530, H22 1.110, H23 1.057, H24 1.115
20 C 3.35 -0.45 0.68  C19 1.530, C21 1.554, H25 1.128, H26 1.101
21 C 2.40 -1.09 -0.36  C20 1.554, H27 1.076, H28 1.046, H29 1.021
22 H 2.47 1.01 2.31  C19 1.110
23 H 2.09 1.17 0.70  C19 1.057
24 H 3.78 1.57 1.22  C19 1.115
25 H 4.42 -0.31 0.35  C20 1.128
26 H 3.41 -1.28 1.41  C20 1.101
27 H 1.40 -1.08 0.05  C21 1.076
28 H 2.29 -0.42 -1.15  C21 1.046
29 H 2.78 -1.98 -0.70  C21 1.021

Output
Kohn-Sham gap   9.67 eV
Energy   -446.019730 hartree
HOMO level   -8.9 eV
Energy relative to the best compared isomer or geometry (same formula, charge and spin)   133.7 kcal/mol
2S+1   1
Strongest force on any atom   7.10 eV/A

Question: The lowest energy belongs to which entry?
Answer: C8H19N5O7P3